Arrangement w

Entry from OMol25: a cluster of 4 separate species, C2H10O4 in total (ωB97M-V with the def2-TZVPD basis set).

The HOMO-LUMO gap comes out at 3.1 eV. Its net charge is 0.

Positions of all 16 atoms, in Å:
1 O 0.969 0.321 -1.134
2 C 1.318 0.559 0.408
3 C 2.593 -0.003 0.571
4 H 1.203 1.652 0.487
5 H 0.528 -0.007 0.905
6 H 3.508 0.561 0.834
7 H 2.712 -0.995 0.964
8 H -2.427 1.492 1.697
9 H -1.934 0.170 0.835
10 O -1.616 1.099 1.207
11 H -0.894 -0.001 -2.182
12 H 1.815 0.007 -1.462
13 O -1.628 -0.603 -2.263
14 H -1.897 -0.855 -1.297
15 H -1.994 -2.144 0.306
16 O -2.255 -1.254 0.124

Arrangement x

Entry from OMol25: a cluster of 4 separate species, C2H10O4 in total (ωB97M-V with the def2-TZVPD basis set).

The HOMO-LUMO gap comes out at 8.9 eV. Its net charge is 0. The SMILES is C=CO.O.O.O.

Positions of all 16 atoms, in Å:
1 C 0.697 3.346 -1.545
2 C 1.451 2.333 -1.108
3 O 1.004 1.005 -1.045
4 H 1.063 4.408 -1.504
5 H -0.268 3.224 -2.004
6 H 2.470 2.370 -0.734
7 H 1.298 0.531 -0.254
8 O -1.201 -6.249 1.659
9 H -1.080 -6.197 0.705
10 H -0.303 -6.122 1.989
11 O -2.613 1.346 -0.505
12 H -2.259 1.083 0.352
13 H -3.391 1.854 -0.248
14 O 1.202 -0.594 1.413
15 H 0.284 -0.888 1.337
16 H 1.645 -1.450 1.493

Which structure wins on stability? arrangement x wins.

Arrangement w

Entry from OMol25: a cluster of 2 separate species, C3H9O in total (ωB97M-V with the def2-TZVPD basis set).

The HOMO-LUMO gap comes out at 5.6 eV. Its net charge is -1.

Positions of all 13 atoms, in Å:
1 O 2.768 2.788 0.765
2 H 2.819 1.959 1.254
3 C 0.580 0.218 0.049
4 C -0.704 -0.521 0.398
5 C -1.469 -1.011 -0.824
6 H 1.079 -0.227 -0.820
7 H 1.285 0.186 0.879
8 H 0.442 1.272 -0.172
9 H -1.362 0.105 0.997
10 H -0.477 -1.384 1.024
11 H -2.475 -1.387 -0.650
12 H -1.598 -0.221 -1.567
13 H -0.887 -1.778 -1.334

Arrangement x

Entry from OMol25: a cluster of 2 separate species, C3H9O in total (ωB97M-V with the def2-TZVPD basis set).

The HOMO-LUMO gap comes out at 6.5 eV. Its net charge is -1.

Positions of all 13 atoms, in Å:
1 C 3.054 0.072 0.569
2 H 2.004 0.340 0.754
3 H 3.427 0.996 0.105
4 H 3.259 -0.710 -0.157
5 H 3.543 -0.114 1.525
6 C -0.831 -0.359 -0.413
7 O -0.221 0.634 0.266
8 C -2.381 -0.241 -0.433
9 H -0.611 -1.362 0.064
10 H -0.448 -0.516 -1.457
11 H -2.649 0.712 0.027
12 H -2.842 -1.056 0.136
13 H -2.791 -0.243 -1.408

Which structure wins on stability? arrangement w wins.

Arrangement w

Entry from OMol25: a structure of composition C37H53BrN5O8S2SiSn (ωB97M-V with the def2-TZVPD basis set).

The HOMO-LUMO gap comes out at 7.1 eV. Its net charge is -1.

Positions of all 108 atoms, in Å:
1 Sn 0.375 -0.515 -0.460
2 C 1.149 3.046 -0.766
3 C 2.526 2.394 -0.679
4 N 2.598 1.317 0.309
5 C 2.607 1.690 1.712
6 C 1.239 1.984 2.292
7 C 1.084 2.909 3.318
8 C -0.175 3.086 3.864
9 C -1.242 2.372 3.346
10 C -1.004 1.491 2.299
11 C -2.133 0.697 1.669
12 N -1.973 0.486 0.234
13 C -2.323 1.592 -0.650
14 C -1.239 2.662 -0.693
15 N 0.064 2.112 -1.056
16 N 0.214 1.291 1.811
17 H 1.201 3.863 -1.499
18 H 0.920 3.513 0.196
19 H 3.257 3.189 -0.463
20 H 2.775 1.963 -1.646
21 H 3.396 0.732 0.101
22 H 3.269 2.544 1.921
23 H 2.986 0.834 2.281
24 H 1.937 3.463 3.689
25 H -0.327 3.787 4.675
26 H -2.245 2.501 3.734
27 H -3.082 1.200 1.900
28 H -2.144 -0.279 2.163
29 H -2.478 -0.340 -0.068
30 H -3.283 2.052 -0.372
31 H -2.436 1.177 -1.654
32 H -1.133 3.109 0.298
33 H -1.565 3.468 -1.365
34 H 0.081 1.786 -2.022
35 O 1.383 -3.114 0.511
36 C 1.079 -2.890 1.684
37 N 0.493 -1.758 2.125
38 S 0.322 -1.741 3.726
39 O 1.257 -0.835 4.353
40 O -1.064 -1.592 4.101
41 C 0.888 -3.408 4.001
42 C 0.981 -4.150 5.161
43 C 1.503 -5.434 5.057
44 C 1.919 -5.941 3.827
45 C 1.822 -5.174 2.671
46 C 1.300 -3.899 2.780
47 H 0.660 -3.746 6.112
48 H 1.584 -6.051 5.944
49 H 2.320 -6.945 3.773
50 H 2.141 -5.549 1.707
51 C -0.975 -2.654 -6.939
52 C -0.960 -2.714 -5.417
53 C -1.500 -4.056 -4.933
54 C 0.452 -2.486 -4.895
55 O -1.853 -1.679 -4.985
56 Si -1.947 -0.749 -3.632
57 S -1.470 -1.838 -1.921
58 O -1.052 0.625 -3.793
59 C -0.996 1.584 -4.864
60 C 0.366 1.445 -5.532
61 C -2.113 1.413 -5.898
62 C -1.135 2.960 -4.221
63 O -3.491 -0.155 -3.608
64 C -4.793 -0.723 -3.646
65 C -5.748 0.465 -3.672
66 C -5.051 -1.573 -2.406
67 C -4.970 -1.563 -4.910
68 H -0.437 -3.507 -7.360
69 H -0.500 -1.735 -7.289
70 H -2.005 -2.673 -7.300
71 H -0.842 -4.867 -5.251
72 H -2.498 -4.231 -5.344
73 H -1.561 -4.056 -3.845
74 H 1.138 -3.208 -5.342
75 H 0.487 -2.596 -3.811
76 H 0.795 -1.479 -5.141
77 H 0.390 0.558 -6.169
78 H 1.160 1.345 -4.789
79 H 0.566 2.319 -6.157
80 H -2.114 0.404 -6.311
81 H -1.943 2.123 -6.710
82 H -3.091 1.604 -5.456
83 H -0.277 3.183 -3.581
84 H -2.047 2.996 -3.621
85 H -1.192 3.730 -4.992
86 H -5.608 1.075 -2.778
87 H -6.786 0.125 -3.710
88 H -5.549 1.086 -4.548
89 H -5.014 -0.954 -1.506
90 H -4.292 -2.349 -2.308
91 H -6.037 -2.039 -2.469
92 H -4.713 -0.972 -5.792
93 H -6.007 -1.897 -4.994
94 H -4.315 -2.434 -4.886
95 Br 5.552 -5.842 -3.615
96 C 4.687 -4.149 -3.464
97 C 4.830 -3.227 -4.488
98 C 4.213 -1.991 -4.361
99 C 3.448 -1.690 -3.240
100 C 3.307 -2.640 -2.237
101 C 3.934 -3.875 -2.338
102 C 2.808 -0.316 -3.116
103 O 3.302 0.604 -3.775
104 O 1.825 -0.213 -2.313
105 H 5.415 -3.471 -5.365
106 H 4.320 -1.239 -5.132
107 H 2.671 -2.434 -1.387
108 H 3.823 -4.615 -1.556

Arrangement x

Entry from OMol25: a structure of composition C37H53BrN5O8S2SiSn (ωB97M-V with the def2-TZVPD basis set).

The HOMO-LUMO gap comes out at 6.9 eV. Its net charge is -1.

Positions of all 108 atoms, in Å:
1 Sn -1.047 -0.170 0.948
2 C -2.537 -2.859 2.401
3 C -2.028 -3.259 1.034
4 N -2.290 -2.180 0.083
5 C -3.691 -2.017 -0.288
6 C -4.403 -0.880 0.400
7 C -5.752 -0.660 0.153
8 C -6.366 0.410 0.777
9 C -5.626 1.216 1.626
10 C -4.282 0.931 1.811
11 C -3.431 1.818 2.687
12 N -2.139 1.266 3.023
13 C -2.060 0.414 4.193
14 C -2.582 -0.980 3.908
15 N -1.837 -1.661 2.851
16 N -3.698 -0.097 1.203
17 H -2.426 -3.697 3.103
18 H -3.607 -2.635 2.347
19 H -2.478 -4.205 0.701
20 H -0.949 -3.404 1.076
21 H -1.708 -2.315 -0.739
22 H -4.249 -2.945 -0.094
23 H -3.756 -1.822 -1.358
24 H -6.287 -1.297 -0.536
25 H -7.413 0.620 0.598
26 H -6.077 2.060 2.132
27 H -4.020 2.075 3.586
28 H -3.266 2.740 2.127
29 H -1.432 1.985 3.044
30 H -2.630 0.827 5.044
31 H -1.016 0.354 4.487
32 H -3.628 -0.919 3.600
33 H -2.562 -1.559 4.843
34 H -0.902 -1.901 3.220
35 O -2.440 2.707 -0.008
36 C -2.728 2.212 -1.093
37 N -2.541 0.929 -1.447
38 S -3.109 0.616 -2.917
39 O -2.065 0.221 -3.832
40 O -4.271 -0.251 -2.876
41 C -3.640 2.261 -3.298
42 C -4.246 2.770 -4.429
43 C -4.574 4.120 -4.417
44 C -4.304 4.913 -3.304
45 C -3.698 4.376 -2.176
46 C -3.369 3.032 -2.194
47 H -4.451 2.147 -5.288
48 H -5.047 4.562 -5.284
49 H -4.573 5.961 -3.324
50 H -3.478 4.971 -1.301
51 C 3.191 2.102 -2.483
52 C 2.172 2.010 -1.353
53 C 2.548 2.968 -0.227
54 C 0.761 2.301 -1.855
55 O 2.182 0.715 -0.768
56 Si 2.144 -0.830 -1.302
57 S 0.781 -1.909 -0.194
58 O 1.852 -0.723 -2.905
59 C 1.699 -1.637 -3.979
60 C 0.877 -0.909 -5.038
61 C 3.094 -1.978 -4.506
62 C 0.977 -2.900 -3.528
63 O 3.648 -1.500 -1.203
64 C 4.536 -1.687 -0.103
65 C 4.673 -3.193 0.098
66 C 4.038 -1.034 1.179
67 C 5.868 -1.066 -0.519
68 H 3.202 3.115 -2.893
69 H 2.947 1.403 -3.277
70 H 4.190 1.870 -2.110
71 H 2.505 4.005 -0.567
72 H 3.558 2.758 0.127
73 H 1.856 2.843 0.605
74 H 0.699 3.305 -2.282
75 H 0.059 2.233 -1.024
76 H 0.468 1.578 -2.615
77 H 1.439 -0.063 -5.434
78 H -0.050 -0.538 -4.600
79 H 0.633 -1.579 -5.864
80 H 3.580 -1.076 -4.878
81 H 3.038 -2.706 -5.319
82 H 3.705 -2.388 -3.704
83 H -0.013 -2.655 -3.146
84 H 1.526 -3.406 -2.735
85 H 0.872 -3.581 -4.375
86 H 3.696 -3.619 0.320
87 H 5.349 -3.417 0.926
88 H 5.059 -3.659 -0.809
89 H 3.085 -1.455 1.492
90 H 3.901 0.038 1.043
91 H 4.770 -1.193 1.975
92 H 6.232 -1.537 -1.434
93 H 6.618 -1.188 0.264
94 H 5.734 -0.001 -0.710
95 Br 6.714 1.045 5.747
96 C 5.007 0.494 5.114
97 C 4.523 -0.752 5.476
98 C 3.276 -1.143 5.014
99 C 2.529 -0.307 4.195
100 C 3.041 0.933 3.839
101 C 4.280 1.346 4.300
102 C 1.180 -0.764 3.672
103 O 0.689 -1.802 4.157
104 O 0.642 -0.023 2.812
105 H 5.114 -1.404 6.105
106 H 2.863 -2.106 5.277
107 H 2.462 1.558 3.173
108 H 4.684 2.310 4.023

Which structure wins on stability? arrangement x wins.

Arrangement w

Entry from OMol25: a cluster of 5 separate species, CH12O5 in total (ωB97M-V with the def2-TZVPD basis set).

The HOMO-LUMO gap comes out at 10.1 eV. Its net charge is 0. The SMILES is CO.O.O.O.O.

Positions of all 18 atoms, in Å:
1 C -0.046 0.809 -0.724
2 O -0.891 1.504 0.171
3 H 0.790 1.554 -0.900
4 H 0.331 -0.140 -0.385
5 H -0.666 0.886 -1.615
6 H -0.467 1.681 1.015
7 O -2.808 0.885 1.610
8 H -2.447 1.736 1.382
9 H -2.470 0.230 0.995
10 O 2.524 -0.615 -1.020
11 H 3.031 0.178 -0.819
12 H 2.670 -0.720 -1.968
13 O -0.234 -1.866 -1.727
14 H -0.604 -2.741 -1.546
15 H 0.427 -1.801 -1.022
16 O 0.433 -0.260 1.981
17 H -0.344 -0.163 2.542
18 H 0.773 -1.155 2.030

Arrangement x

Entry from OMol25: a cluster of 5 separate species, CH12O5 in total (ωB97M-V with the def2-TZVPD basis set).

The HOMO-LUMO gap comes out at 11.1 eV. Its net charge is 0. The SMILES is CO.O.O.O.O.

Positions of all 18 atoms, in Å:
1 C -1.940 -1.284 -0.691
2 O -1.841 0.112 -1.001
3 H -2.465 -1.344 0.263
4 H -2.510 -1.940 -1.356
5 H -0.917 -1.616 -0.530
6 H -1.301 0.248 -1.795
7 O -0.829 0.842 1.467
8 H -1.656 0.768 1.959
9 H -1.193 0.691 0.569
10 O 1.927 0.729 -0.182
11 H 2.265 0.172 0.528
12 H 2.391 1.565 -0.082
13 O 0.457 0.351 -2.711
14 H 0.945 0.347 -3.540
15 H 1.161 0.295 -2.046
16 O 1.866 -0.639 2.937
17 H 1.182 -0.051 2.586
18 H 1.418 -1.183 3.589

Which structure wins on stability? arrangement x wins.